Below is C5H7NO in the gas phase, with properties calculated with ωB97M-V with the def2-TZVPD basis set.

Each line ends with the Löwdin charge.
Element x y z (Å)
O (-2.301, -0.505, -0.893)  -0.093
C (-1.834, 0.801, -1.272)  -0.271
C (-0.422, 0.897, -0.848)  0.016
C (0.113, -0.049, -0.293)  -0.022
C (0.704, -1.106, 0.447)  -0.315
C (1.808, -0.577, 1.288)  -0.136
N (0.600, -1.089, 1.905)  0.043
H (-1.779, -1.160, -1.381)  0.087
H (-1.938, 0.972, -2.349)  0.110
H (-2.477, 1.507, -0.742)  0.115
H (0.739, -2.093, -0.008)  0.144
H (1.942, 0.502, 1.216)  0.115
H (2.704, -1.171, 1.399)  0.104
H (-0.010, -0.331, 2.201)  0.105

Kohn-Sham gap: 10.092 eV
maximum force: 0.01988 Eh/bohr